--- w ---
Formula: C5H6F2
Source: the Open Molecules 2025 dataset
Level of theory: wB97M-V/def2-TZVPD

* frontier orbital gap: 0.4139 Ha
* LUMO level: 0.0352 Eh
* molecular weight: 104.1 g mol⁻¹
* SMILES string: CC1=C[C@H](F)[C@H]1F

Atoms and positions in Å:
C  -0.87837  -0.29625  -0.70606
F  1.95825  -0.89906  0.81302
H  -0.04462  2.51243  -0.72124
C  0.03869  1.92972  0.24329
H  -1.65009  -0.15894  -1.41391
H  -0.67282  2.37935  0.85986
H  0.59337  -1.89022  -1.24562
C  0.60882  -0.88766  0.59766
C  -0.09412  0.41500  0.08666
F  -0.89083  -2.73316  -0.08465
H  0.13836  -1.06603  1.50678
C  -0.12849  -1.57668  -0.51800
H  1.02185  2.27150  0.58221

natural (NBO) atomic charge list, values in e, 2 entries: atom 1 (C): -0.2316, atom 2 (F): -0.3387



--- x ---
Formula: C5H6F2
Source: the Open Molecules 2025 dataset
Level of theory: wB97M-V/def2-TZVPD

* frontier orbital gap: 0.4154 Ha
* LUMO level: 0.0372 Eh
* molecular weight: 104.1 g mol⁻¹
* SMILES string: C=CC(F)(F)C=C

Atoms and positions in Å:
C  0.95127  0.72702  -0.70859
F  0.52151  -0.29264  1.40062
H  -1.69966  -1.29646  1.67072
C  -1.10757  -0.66987  -0.23377
H  -3.09468  -1.15207  0.47790
C  -2.01829  -1.04341  0.67151
H  2.17040  2.42960  -0.75231
F  0.96096  -1.55457  -0.29207
H  1.86539  1.53874  0.91836
C  0.34879  -0.42288  0.02541
H  -1.44297  -0.45916  -1.24278
H  0.85341  0.56004  -1.80349
C  1.69143  1.63565  -0.13152

natural (NBO) atomic charge list, values in e, 2 entries: atom 1 (C): -0.2606, atom 2 (F): -0.3608



Name the most stable of them. x.



--- w ---
Formula: CH2ClO2P
Source: the Open Molecules 2025 dataset
Level of theory: wB97M-V/def2-TZVPD

* frontier orbital gap: 0.3854 Ha
* LUMO level: 0.0043 Eh
* molecular weight: 112.5 g mol⁻¹
* SMILES string: O=C(Cl)OP

Atoms and positions in Å:
O  -1.67387  -0.69347  -0.10574
H  1.30261  -1.30879  -1.13741
H  2.03951  0.84378  -0.69528
P  0.84824  0.08791  -1.20030
Cl  -1.64800  0.59159  2.15945
O  0.13874  0.49522  0.36601
C  -1.00722  -0.01625  0.61328

natural (NBO) atomic charge list, values in e, 2 entries: atom 1 (O): -0.5597, atom 2 (H): -0.0240



--- x ---
Formula: CH2ClO2P
Source: the Open Molecules 2025 dataset
Level of theory: wB97M-V/def2-TZVPD

* frontier orbital gap: 0.3465 Ha
* LUMO level: -0.0128 Eh
* molecular weight: 112.5 g mol⁻¹

Atoms and positions in Å:
Cl  -0.73382  2.88465  0.27532
C  -0.29432  1.39165  0.73380
O  -0.53276  -1.73011  -1.16873
O  -0.13237  0.57306  -0.31833
P  0.21027  -0.98198  -0.13186
H  0.02923  -0.99571  1.18669
H  1.45377  -1.14155  -0.57689

natural (NBO) atomic charge list, values in e, 2 entries: atom 1 (Cl): 0.0999, atom 2 (C): 0.1222



Name the most stable of them. w.



--- w ---
Formula: C2H3ClIN
Source: the Open Molecules 2025 dataset
Level of theory: wB97M-V/def2-TZVPD

* frontier orbital gap (alpha / beta): 0.2573 / 0.2081 Ha
* LUMO level (alpha / beta): 0.0205 / -0.1447 Eh
* multiplicity: 3
* molecular weight: 203.4 g mol⁻¹

Atoms and positions in Å:
H  0.00358  1.16421  -1.49061
N  -0.08384  0.10172  0.55333
I  -0.88046  -2.28890  -1.02126
H  1.62426  0.71444  -0.59239
Cl  -1.24041  -1.84991  2.28697
H  0.53310  2.07737  0.15375
C  0.54686  1.08107  -0.37806
C  -0.50310  -0.99999  0.48827

natural (NBO) atomic charge list, values in e, 2 entries: atom 1 (H): 0.2407, atom 2 (N): -0.3100



--- x ---
Formula: C2H3ClIN
Source: the Open Molecules 2025 dataset
Level of theory: wB97M-V/def2-TZVPD

* frontier orbital gap (alpha / beta): 0.2758 / 0.2168 Ha
* LUMO level (alpha / beta): 0.0220 / -0.1398 Eh
* multiplicity: 3
* molecular weight: 203.4 g mol⁻¹

Atoms and positions in Å:
H  -0.60739  -1.45333  -0.48461
Cl  -1.78176  1.70030  -1.54267
I  -0.02478  2.89863  1.38823
H  0.68010  -1.95782  0.67388
C  0.35268  -1.16186  -0.08279
N  0.38659  0.09703  0.50699
C  -0.08482  1.16276  0.38635
H  1.07938  -1.28570  -0.84537

natural (NBO) atomic charge list, values in e, 2 entries: atom 1 (H): 0.2136, atom 2 (Cl): -0.0369



Name the most stable of them. x.



--- w ---
Formula: C25H53GeN6OS2SeSi3Ti
Source: the Open Molecules 2025 dataset
Level of theory: wB97M-V/def2-TZVPD

* frontier orbital gap (alpha / beta): 0.2617 / 0.2596 Ha
* LUMO level (alpha / beta): -0.0023 / -0.0015 Eh
* multiplicity: 2
* molecular weight: 801.6 g mol⁻¹

Atoms and positions in Å:
C  2.41202  -5.01862  -3.01217
H  4.49049  -2.59204  -2.49920
C  5.24390  -1.82920  0.77516
N  -1.52187  -1.54311  -2.58332
N  3.51022  -4.27712  -3.15283
C  -1.85304  -0.30191  -2.24284
C  2.57730  0.17834  5.82734
H  5.82434  -2.28923  1.57696
C  1.45418  -3.55587  -1.36926
C  2.47225  -4.40832  2.37636
H  3.11845  -4.35012  1.49694
H  -2.91435  -0.98700  4.39200
H  3.72606  2.39037  4.01000
C  1.36946  3.69992  -2.51658
H  2.73770  -1.88085  -0.92106
N  -1.12286  -1.31996  2.29421
H  1.76916  0.43075  -3.34545
H  5.11708  -3.30289  3.52452
H  -1.63284  -3.14181  4.39688
Si  4.37167  -0.26866  1.39721
C  0.88741  2.18662  -0.68868
H  -0.42460  0.14082  4.95479
C  3.58678  -3.18566  -2.39527
H  2.35747  -5.91364  -3.62382
H  4.69665  -2.04945  4.69482
H  1.20375  -4.19319  5.06421
C  -3.13433  -2.59117  2.91279
H  0.51224  -5.36189  -2.08034
C  1.55386  1.35196  -2.82376
H  -3.14578  -4.02079  4.53149
H  -0.10434  1.85730  5.17051
Se  0.00963  -3.14752  -0.18433
C  1.37367  -4.70987  -2.14799
H  3.68583  0.37090  -0.91809
H  -0.88701  -0.03444  -4.85352
Ge  2.24454  -0.81690  2.36358
H  6.59445  0.50088  2.17006
N  1.17562  1.16671  -1.54039
N  -2.04198  0.60246  -3.21296
H  -0.50604  -1.86499  2.89360
H  2.61909  1.03970  6.50150
H  -2.32365  1.51576  -2.89780
H  -1.22111  -1.75005  -3.52173
H  -0.53869  1.26178  3.57509
H  5.58871  0.10813  3.56782
C  -4.27649  -3.26942  2.16181
H  -4.95658  -3.75546  2.86184
Si  1.87861  0.73975  4.16081
C  4.37231  -2.99792  4.26169
H  1.96843  2.73896  -4.37115
H  1.95932  -0.58638  6.30072
S  0.44508  1.85403  0.91998
C  -3.67574  -1.41754  3.73693
C  5.58242  0.57442  2.58008
H  1.44891  -4.53744  2.02117
H  5.35021  1.63297  2.70641
H  -3.87888  -4.02062  1.47806
H  4.37011  -3.74645  5.06010
H  -4.06039  -0.62934  3.08372
H  5.94252  -1.56974  -0.02666
H  1.44758  4.70922  -2.89834
N  -2.19480  -2.16210  1.85993
C  0.99820  3.48685  -1.21776
H  -1.18648  -2.16663  -1.84028
C  -1.89022  0.33654  -4.62835
H  -2.62700  -0.38765  -4.98334
H  2.75777  -5.29923  2.94580
C  1.43064  -3.13092  4.93455
H  -2.69564  -1.63033  1.15180
S  -2.10163  0.18341  -0.62768
O  1.12944  -0.10290  -1.12349
H  5.15834  1.22426  -0.42801
C  1.65566  2.60684  -3.34596
C  2.64947  2.43307  3.83448
H  4.55446  -2.58159  0.38751
H  0.77616  4.30744  -0.55100
H  -1.45603  -0.53274  2.85383
C  -2.43557  -3.60111  3.81706
C  4.17426  0.88778  -0.08769
H  0.48253  -2.60134  4.81151
H  -4.84988  -2.54101  1.58213
H  1.87467  -2.76995  5.86468
C  0.02507  1.01910  4.47915
H  -4.49453  -1.75108  4.37628
H  3.59048  -0.21879  5.73392
H  2.48047  2.78996  2.81798
Ti  0.24018  -0.68314  0.55261
C  2.60317  -2.78363  -1.50295
H  -2.02893  1.26537  -5.17407
H  -2.01280  -4.41108  3.22095
H  2.23088  3.16806  4.52912
Si  2.64767  -2.89728  3.48922
H  3.57997  1.76990  0.16504

Löwdin atomic charge list, values in e, 2 entries: atom 1 (C): -0.1648, atom 2 (H): 0.1037



--- x ---
Formula: C25H53GeN6OS2SeSi3Ti
Source: the Open Molecules 2025 dataset
Level of theory: wB97M-V/def2-TZVPD

* frontier orbital gap (alpha / beta): 0.2620 / 0.2603 Ha
* LUMO level (alpha / beta): -0.0014 / -0.0004 Eh
* multiplicity: 2
* molecular weight: 801.6 g mol⁻¹

Atoms and positions in Å:
H  -2.71038  -0.23157  3.45225
H  4.44804  0.78891  3.96578
H  -0.46926  3.20660  2.13692
H  2.75488  5.22760  -2.26156
H  -0.75005  3.45142  3.84985
H  -6.32555  -1.40164  -1.91298
H  -4.90751  0.61920  -1.88076
H  0.68431  2.33215  0.46172
C  -1.03532  0.14519  -4.24327
H  -0.78876  -5.16120  -4.00703
Ti  -0.02130  0.12738  -0.80707
H  4.64029  1.62256  1.23716
C  0.33506  -3.75190  1.07173
C  -0.19960  -4.40359  -3.51277
N  -5.16589  -2.48257  -0.60399
C  1.21989  5.09132  0.05848
H  2.93000  3.63994  -1.54780
H  -1.51496  -1.47990  -7.10668
C  4.03322  -1.43261  1.78380
C  3.58393  1.43769  1.02182
H  -0.32128  -0.44727  5.38967
H  -0.14161  2.95503  -2.10458
H  3.73795  -1.96098  0.87749
Si  0.20443  -2.55404  2.52057
C  -0.82146  -3.40409  -2.82409
H  -1.61207  -3.86882  3.54030
H  0.88024  3.07468  3.28034
Si  2.93850  0.05797  2.15071
H  4.02165  -2.14061  2.61315
C  -2.41670  0.80751  3.29609
C  3.37165  0.60313  3.90152
C  1.41990  -3.08843  3.85725
H  3.12159  -0.17615  4.62445
H  1.09276  -4.03237  4.30299
Se  -2.30816  1.28256  -0.53929
H  0.09070  -0.56075  -5.72487
H  2.98811  -3.44375  -2.87229
H  -0.88670  5.66782  -1.57668
H  -1.88903  -3.28892  -2.70451
C  2.23495  4.28317  -2.09445
H  3.51489  1.15398  -0.03292
H  1.47495  -2.34316  4.65463
H  0.22783  -4.78705  1.40824
C  -1.48929  -2.80524  3.31273
H  -2.66508  -0.30073  -6.47289
C  0.04636  5.48983  -2.11149
H  -2.33243  -2.49843  2.69435
C  1.20189  -4.42355  -3.53619
H  -2.88623  1.40862  4.08093
N  0.79423  2.21431  -0.54438
N  0.12162  3.29968  -1.18516
N  -0.86085  -0.49764  -5.40631
C  1.25558  -2.41800  -2.17688
C  -3.47286  -0.23570  -0.51374
C  -5.42657  -1.38107  -1.30453
C  -1.93400  -1.06350  -6.19538
H  -0.59070  1.23103  5.86194
H  -2.38281  0.67546  -2.83768
H  2.42502  -3.23616  3.46337
S  0.33094  0.80107  -3.45547
C  -0.18034  2.85374  3.13175
H  1.86939  4.43294  0.63985
H  -3.03618  -0.26442  -4.15393
H  0.55867  6.44094  -2.25894
H  3.05287  2.38125  1.17610
Ge  0.59368  -0.31191  1.77187
S  2.06482  -1.18832  -1.32237
H  2.03188  3.82644  -3.06590
C  -0.05686  0.58711  5.15654
H  2.85509  1.51709  4.19903
C  1.90791  -3.45250  -2.87897
C  0.92927  4.52513  -1.32720
H  5.06614  -1.09375  1.65674
H  1.79744  2.22816  -0.72433
C  -4.07389  -2.45267  0.16118
H  -1.55800  -2.25806  4.25582
H  -3.87316  -3.34756  0.74264
H  1.72597  -5.20761  -4.06603
H  1.72729  6.05312  -0.02967
H  -0.45480  -3.54382  0.34433
H  -2.44248  -1.86851  -5.65779
O  -0.80951  -1.53529  -1.51970
H  -2.33171  -1.41749  0.86828
C  -3.21119  -1.37211  0.24105
H  0.29088  5.23717  0.61100
N  -0.10169  -2.44990  -2.19326
N  -2.26497  0.24704  -3.75974
H  1.29754  -3.65002  0.56457
H  -2.81252  1.13229  2.33263
H  1.01183  0.70383  5.33262
Si  -0.55128  1.02110  3.38823
H  -0.19418  5.07938  -3.09548
C  -4.62690  -0.24721  -1.29340

Löwdin atomic charge list, values in e, 2 entries: atom 1 (H): 0.0101, atom 2 (H): 0.0309



Name the most stable of them. x.



--- w ---
Formula: C4H4N2O3
Source: the Open Molecules 2025 dataset
Level of theory: wB97M-V/def2-TZVPD

* frontier orbital gap: 0.3730 Ha
* LUMO level: -0.0219 Eh
* molecular weight: 128.1 g mol⁻¹
* SMILES string: CN1C(=O)NC(=O)C1=O

Atoms and positions in Å:
H  -1.27745  0.46198  0.35778
C  2.86251  0.20286  0.02415
O  1.74391  -2.09672  0.15429
H  -1.44444  -1.06029  -0.79946
N  2.15253  1.42022  -0.05798
H  2.64608  2.21075  -0.18075
O  4.04477  0.08781  0.12096
N  0.51678  -0.09880  -0.11402
C  1.70789  -0.88621  0.06421
H  -0.77806  -1.25209  0.95238
O  -0.11206  2.06822  -0.23758
C  -0.82031  -0.54962  0.05213
C  0.74653  1.26304  -0.14510

natural (NBO) atomic charge list, values in e, 2 entries: atom 1 (H): 0.2490, atom 2 (C): 0.6015



--- x ---
Formula: C4H4N2O3
Source: the Open Molecules 2025 dataset
Level of theory: wB97M-V/def2-TZVPD

* frontier orbital gap (alpha / beta): 0.2990 / 0.2987 Ha
* LUMO level (alpha / beta): -0.0464 / -0.0467 Eh
* molecular weight: 128.1 g mol⁻¹

Atoms and positions in Å:
H  -0.68671  -1.96701  -0.61752
H  -2.10243  1.55804  -0.41422
C  -1.81842  0.59551  0.10715
H  -2.05587  -0.38195  -0.44706
O  1.58715  1.73238  0.19768
C  -0.32016  0.64762  0.09053
N  1.99753  0.27402  0.14234
N  0.25670  1.84544  0.19963
O  1.18412  -2.71488  -0.15191
C  0.38745  -1.80915  -0.15444
O  3.14631  0.15530  0.01945
H  -2.13602  0.48249  1.10593
C  0.56034  -0.41781  -0.07755

natural (NBO) atomic charge list, values in e, 2 entries: atom 1 (H): 0.1142, atom 2 (H): 0.2566



Name the most stable of them. w.



--- w ---
Formula: C4H11NP
Source: the Open Molecules 2025 dataset
Level of theory: wB97M-V/def2-TZVPD

* frontier orbital gap: 0.3274 Ha
* total charge: +1
* LUMO level: -0.1437 Eh
* molecular weight: 104.1 g mol⁻¹

Atoms and positions in Å:
H  2.06244  0.18590  1.23818
H  -0.60712  1.74294  0.61021
H  -1.45935  -1.38847  1.38238
C  1.64301  -0.49685  0.55591
C  -2.05485  -1.06628  -0.88998
H  -1.68627  -0.63943  -1.86386
N  0.35864  1.56117  0.13170
H  1.29812  -1.49752  0.99287
H  -1.77760  1.09748  -0.86221
H  1.06429  1.80039  0.81797
P  -2.59006  0.57311  0.18048
H  -2.83543  -1.79162  -1.00375
H  0.37031  2.19289  -0.62994
C  0.43731  0.10779  -0.19244
H  2.25382  -0.73619  -0.32653
C  -1.45754  -0.76064  0.45312
H  0.32404  -0.16689  -1.28298

natural (NBO) atomic charge list, values in e, 2 entries: atom 1 (H): 0.2094, atom 2 (H): 0.4468



--- x ---
Formula: C4H11NP
Source: the Open Molecules 2025 dataset
Level of theory: wB97M-V/def2-TZVPD

* frontier orbital gap: 0.3900 Ha
* total charge: +1
* LUMO level: -0.1298 Eh
* molecular weight: 104.1 g mol⁻¹
* SMILES string: C[C@@]1(P)CC[NH2+]1

Atoms and positions in Å:
H  -0.56452  2.41180  0.15886
N  -0.86859  -0.34351  -1.00678
C  -0.33820  -0.42921  1.16202
C  0.45297  1.99359  -0.07747
H  -0.68082  -0.94901  -1.86950
H  -0.80444  -2.14317  -0.07728
H  0.72928  2.22088  -1.12398
C  -1.24493  -1.24489  0.12775
H  -1.57810  0.27535  -1.28732
P  1.98945  -0.49404  -0.65690
H  -2.27281  -1.23786  0.41007
H  2.37058  -0.21810  0.73887
H  1.19706  2.33984  0.63761
H  1.53434  -1.91801  -0.35644
H  0.55804  -0.90459  1.60147
H  -0.78520  0.35419  1.74295
C  0.30589  0.28673  -0.12392

natural (NBO) atomic charge list, values in e, 2 entries: atom 1 (H): 0.2272, atom 2 (N): -0.5622



Name the most stable of them. x.